The ion CH2NO3S with charge -1. Source: OMol25; level of theory: wB97M-V/def2-TZVPD.

Structure (XYZ):
```
8
Properties=species:S:1:pos:R:3:lowdin_charge:R:1
N -0.30220 -0.74183 1.21502 -0.290
S 0.70668 -0.52686 -0.00756 0.427
O 1.97223 0.02254 0.36965 -0.384
O 0.67496 -1.56842 -1.05793 -0.432
C -0.40102 1.07570 -0.48001 -0.316
O -0.07527 2.25348 -0.37433 -0.071
H -1.06431 -1.31162 0.73061 -0.010
H -1.51108 0.79700 -0.39545 0.076
```

The value obtained for the molar mass is 108.10 g mol⁻¹. The electronic energy comes out at -717.967044 a.u. The calculation puts the energy relative to the best compared isomer or geometry (same formula, charge and spin) at 46.7 kcal/mol. Its total charge is -1. As for the lowest unoccupied orbital energy: 0.1531 Eh.

An isolated molecule of C7H11N. Source: OMol25; level of theory: wB97M-V/def2-TZVPD.

Structure (XYZ):
```
19
Properties=species:S:1:pos:R:3:lowdin_charge:R:1
C 0.84871 -1.82124 0.08952 -0.043
C -0.34154 -0.94817 0.02457 -0.247
C -1.58538 -1.36786 -0.21047 -0.040
C -2.47787 -0.22109 -0.17494 -0.155
N -1.83915 0.88794 -0.00155 0.078
C -0.31825 0.56906 0.04381 -0.477
C 0.20512 1.29650 1.33801 0.005
C 0.18068 1.22423 -1.19625 -0.041
H 1.56906 -1.18126 0.51130 0.053
H 1.27671 -2.27236 -0.92453 0.136
H 0.70697 -2.67410 0.67134 0.053
H -2.05568 -2.38866 -0.16001 0.124
H -3.57452 -0.32687 -0.27820 0.111
H 0.58150 0.53745 2.02330 0.079
H -0.62459 1.87049 1.64939 0.060
H 1.01727 1.92337 1.01092 0.066
H 0.07592 2.35610 -1.01861 0.124
H -0.30789 1.04692 -2.03622 0.033
H 1.21316 1.04050 -1.39750 0.081
```

The value obtained for the molar mass is 109.17 g mol⁻¹. The electronic energy comes out at -328.014711 a.u. The calculation puts the energy relative to the best compared isomer or geometry (same formula, charge and spin) at 46.0 kcal/mol. As for the lowest unoccupied orbital energy: 0.0308 Eh.

> Which value of electronic energy does entry 2 give?

-328.014711 a.u.